Run 1
{"formula": "F6H18O9P", "method": "ωB97M-V with the def2-TZVPD basis set", "elements": ["P", "F", "F", "F", "F", "F", "F", "O", "H", "H", "O", "H", "H", "O", "H", "H", "O", "H", "H", "O", "H", "H", "O", "H", "H", "O", "H", "H", "O", "H", "H", "O", "H", "H"], "coordinates": [[0.39, 0.09, -0.21], [1.35, -1.19, -0.43], [-0.17, -0.18, -1.68], [-0.77, -0.90, 0.38], [-0.58, 1.35, 0.00], [0.90, 0.23, 1.32], [1.54, 1.09, -0.77], [-2.72, -2.30, -2.06], [-1.75, -2.37, -2.04], [-2.91, -1.62, -2.71], [-3.15, 1.82, -1.02], [-2.71, 2.53, -0.55], [-2.88, 1.02, -0.55], [4.39, 1.25, -0.39], [3.44, 1.06, -0.36], [4.69, 1.13, 0.52], [2.65, -1.38, 2.69], [2.13, -0.97, 3.40], [2.33, -0.95, 1.89], [-1.33, -0.41, 3.08], [-2.00, 0.15, 3.50], [-1.24, -0.06, 2.18], [1.37, 2.88, -2.83], [0.89, 3.67, -2.58], [1.23, 2.25, -2.09], [-3.59, -1.62, 0.57], [-2.69, -1.27, 0.58], [-3.63, -2.16, -0.25], [2.02, 3.01, 1.71], [1.22, 3.48, 1.49], [1.83, 2.09, 1.48], [-0.47, -3.89, -1.50], [0.13, -4.63, -1.66], [0.09, -3.20, -1.11]], "lumo_energy_ev": 2.819, "orbital_gap_ev": 10.75, "charge": -1, "e_homo_ev": -7.93}



Run 2
{"formula": "F6H18O9P", "method": "ωB97M-V with the def2-TZVPD basis set", "elements": ["P", "F", "F", "F", "F", "F", "F", "O", "H", "H", "O", "H", "H", "O", "H", "H", "O", "H", "H", "O", "H", "H", "O", "H", "H", "O", "H", "H", "O", "H", "H", "O", "H", "H"], "coordinates": [[-22.34, 9.55, 21.43], [-22.66, 10.48, 20.09], [-21.45, 10.81, 21.95], [-23.66, 10.07, 22.22], [-21.96, 8.65, 22.70], [-23.26, 8.44, 20.72], [-21.03, 9.02, 20.63], [-23.51, 10.71, 17.33], [-23.87, 11.09, 18.14], [-23.07, 11.45, 16.89], [-18.88, 10.58, 24.57], [-19.27, 10.82, 23.72], [-18.68, 9.64, 24.48], [-23.99, 6.77, 22.95], [-24.61, 7.47, 22.72], [-23.13, 7.21, 22.95], [-18.40, 9.23, 21.27], [-17.92, 9.72, 20.60], [-19.31, 9.18, 20.93], [-25.89, 12.27, 22.32], [-25.28, 12.14, 21.59], [-25.32, 12.49, 23.07], [-21.67, 8.61, 17.63], [-21.63, 8.48, 18.59], [-22.30, 9.35, 17.52], [-20.98, 12.99, 19.67], [-21.19, 12.23, 20.23], [-20.75, 12.60, 18.82], [-24.46, 6.57, 18.74], [-24.69, 6.00, 19.48], [-23.67, 7.05, 19.04], [-21.05, 5.91, 22.48], [-20.13, 5.84, 22.76], [-21.24, 6.86, 22.54]], "lumo_energy_ev": 2.660, "orbital_gap_ev": 10.65, "charge": -1, "e_homo_ev": -7.99}



Which of them is most stable, and which least? Most stable: run 1; least stable: run 2.



Run 1
{"formula": "C9H8N2O", "method": "ωB97M-V with the def2-TZVPD basis set", "elements": ["C", "O", "C", "C", "C", "C", "C", "N", "C", "N", "C", "C", "H", "H", "H", "H", "H", "H", "H", "H"], "coordinates": [[-3.06, -1.02, 1.46], [-2.59, -0.87, 0.01], [-1.23, -0.53, -0.10], [-0.86, -0.90, -1.50], [0.46, -0.66, -1.84], [1.22, 0.14, -1.00], [2.65, 0.41, -1.14], [3.28, 1.36, -0.52], [2.72, 1.87, 0.54], [1.51, 1.51, 1.11], [0.83, 0.69, 0.34], [-0.43, 0.22, 0.85], [-2.05, -1.14, 2.17], [-3.83, -1.86, 1.66], [-3.30, -0.02, 1.85], [-1.52, -1.67, -2.07], [0.92, -1.21, -2.66], [3.25, 0.26, -2.04], [3.12, 2.65, 1.33], [-1.10, 0.79, 1.54]], "lumo_energy_ev": -0.336, "orbital_gap_ev": 8.61, "charge": 0, "smiles": "COc1ccc2cncnc2c1", "e_homo_ev": -8.94}



Run 2
{"formula": "C9H8N2O", "method": "ωB97M-V with the def2-TZVPD basis set", "elements": ["C", "C", "C", "O", "C", "C", "C", "N", "C", "C", "C", "N", "H", "H", "H", "H", "H", "H", "H", "H"], "coordinates": [[0.92, 1.92, -0.64], [-0.10, 1.44, 0.38], [-0.99, 0.46, 0.23], [-2.08, 0.25, 1.04], [-2.79, -0.83, 0.60], [-2.30, -1.34, -0.56], [-0.98, -0.67, -0.80], [0.12, -1.58, -0.58], [0.93, -1.33, 0.29], [1.96, -1.06, 1.05], [3.10, -0.47, 0.44], [4.07, -0.14, -0.09], [1.56, 2.72, -0.18], [0.39, 2.36, -1.49], [1.60, 1.14, -1.07], [-0.36, 2.14, 1.06], [-3.70, -1.10, 1.15], [-2.65, -2.30, -1.06], [-0.79, -0.46, -1.83], [2.08, -1.15, 2.06]], "lumo_energy_ev": 0.676, "orbital_gap_ev": 9.52, "charge": 0, "smiles": "C/C=C1/OC=C[C@@H]1N=C=CC#N", "e_homo_ev": -8.85}



Which of them is most stable, and which least? Most stable: run 1; least stable: run 2.



Run 1
{"formula": "C4H7F", "method": "ωB97M-V with the def2-TZVPD basis set", "elements": ["C", "C", "F", "C", "C", "H", "H", "H", "H", "H", "H", "H"], "coordinates": [[1.63, 1.17, 0.01], [0.97, 0.01, -0.14], [1.42, -1.23, 0.25], [-0.54, 0.05, -0.50], [-1.41, -0.90, 0.31], [2.65, 0.98, 0.32], [1.29, 2.10, -0.06], [-0.62, 1.08, -0.25], [-0.64, 0.01, -1.54], [-0.96, -1.87, 0.31], [-2.41, -0.85, -0.03], [-1.39, -0.54, 1.32]], "lumo_energy_ev": 1.097, "orbital_gap_ev": 10.73, "charge": 0, "smiles": "C=C(F)CC", "e_homo_ev": -9.64}



Run 2
{"formula": "C4H7F", "method": "ωB97M-V with the def2-TZVPD basis set", "elements": ["C", "C", "C", "C", "F", "H", "H", "H", "H", "H", "H", "H"], "coordinates": [[0.73, -1.16, -0.45], [1.41, -0.35, 0.63], [0.75, 0.35, -0.48], [-2.32, 1.01, 0.23], [1.22, 1.13, -1.43], [1.26, -1.77, -1.06], [-0.12, -1.73, -0.15], [0.87, -0.21, 1.65], [2.51, -0.11, 0.63], [-2.57, 0.61, -0.82], [-1.74, 1.98, 0.24], [-1.99, 0.25, 0.99]], "lumo_energy_ev": [0.160, 0.322], "orbital_gap_ev": [8.55, 9.41], "charge": 0, "e_homo_ev": [-8.39, -9.09]}



Which of them is most stable, and which least? Most stable: run 1; least stable: run 2.